No. 1
Entry from OMol25: a molecular structure, C42H51NOP2RuS5 at a distorted geometry (ωB97M-V/def2-TZVPD).

The geometry in XYZ format:
```
103
Properties=species:S:1:pos:R:3:forces:R:3
Ru 0.7451 -1.1796 0.0013 0.80 -1.12 -0.40
C -0.7018 -4.1838 -1.0330 -0.10 -0.08 0.02
C 0.0196 -4.6189 0.2237 0.03 0.00 0.02
S 0.2647 -3.1901 1.3202 -0.38 0.23 0.11
C 1.8123 -3.5808 2.1452 0.02 -0.11 -0.08
C 2.2168 -2.2909 2.8117 0.22 0.04 0.22
S 2.3119 -0.8491 1.7056 0.06 0.28 0.21
C 4.0021 -0.9788 1.0601 0.07 0.10 0.16
C 4.2272 -2.1856 0.1813 0.03 0.05 -0.07
S 2.9478 -2.0337 -1.0776 -0.27 0.03 -0.08
C 2.7007 -3.6687 -1.7829 0.11 -0.06 0.08
C 1.4947 -3.5116 -2.6831 -0.12 -0.02 -0.10
S 0.0252 -2.7796 -1.9014 -0.21 0.34 0.17
H -1.7137 -3.8527 -0.8018 0.09 -0.10 -0.12
H -0.7960 -5.0040 -1.7473 0.08 0.00 0.01
H 0.9845 -5.0786 0.0247 0.00 -0.01 -0.05
H -0.5894 -5.3498 0.7589 0.04 0.02 0.02
H 2.5408 -3.9492 1.4273 0.00 -0.01 0.02
H 1.6410 -4.3514 2.8979 -0.03 0.01 0.00
H 3.1849 -2.3561 3.3122 -0.02 -0.02 -0.02
H 1.4777 -1.9996 3.5583 0.00 -0.01 0.05
H 4.6657 -0.9470 1.9260 -0.01 -0.04 -0.01
H 4.1510 -0.0544 0.4998 0.03 -0.03 0.00
H 4.1874 -3.1329 0.7126 -0.03 0.03 0.04
H 5.2000 -2.1072 -0.3083 -0.04 -0.02 -0.04
H 2.5849 -4.4258 -1.0116 -0.04 -0.02 -0.01
H 3.5735 -3.9195 -2.3892 0.02 0.03 0.05
H 1.1746 -4.4618 -3.1122 0.02 0.00 0.01
H 1.7287 -2.8381 -3.5084 0.01 -0.02 -0.01
C 0.6820 2.0081 1.4436 0.01 -0.09 0.05
N 0.4865 2.7867 0.2614 -0.34 0.17 -0.07
C 1.2626 2.3788 -0.8642 0.17 -0.18 -0.03
P 0.9918 0.6609 -1.5151 0.04 0.35 -0.36
C 2.4655 0.5033 -2.5800 -0.03 -0.01 -0.05
C 2.3300 -0.1125 -3.8242 -0.02 -0.01 0.02
C 3.4409 -0.3469 -4.6231 -0.01 0.00 0.03
C 4.7029 0.0338 -4.1910 -0.01 -0.01 0.00
C 4.8487 0.6494 -2.9559 0.03 0.01 0.02
C 3.7413 0.8734 -2.1520 -0.05 0.05 0.01
C -0.3311 0.8463 -2.7575 0.10 0.13 -0.09
C -1.4298 0.0034 -2.8776 0.05 -0.20 -0.04
C -2.3556 0.1804 -3.8957 0.01 0.03 -0.05
C -2.1940 1.2103 -4.8100 -0.01 -0.04 0.04
C -1.1018 2.0604 -4.7041 0.03 0.02 0.00
C -0.1738 1.8755 -3.6946 -0.02 -0.03 0.04
C -0.0416 4.1239 0.3236 0.24 -0.24 0.10
C -0.6974 4.5754 1.4739 0.10 0.08 -0.32
C -1.2110 5.8617 1.5251 0.02 0.08 -0.16
C -1.0893 6.7211 0.4423 0.05 -0.09 -0.03
C -0.4241 6.2787 -0.6930 -0.09 0.04 0.17
C 0.1051 4.9985 -0.7572 -0.16 0.02 0.28
P -0.3846 0.4875 1.3814 -0.14 0.07 0.12
C -1.9949 1.2261 1.0027 -0.07 0.13 0.41
C -2.6025 1.2367 -0.2417 0.09 0.04 -0.06
C -3.7668 1.9592 -0.4512 0.00 0.01 0.00
C -4.3475 2.6662 0.5924 0.01 -0.01 -0.03
C -3.7508 2.6565 1.8441 0.04 -0.01 0.03
C -2.5747 1.9515 2.0503 -0.10 -0.05 -0.04
C -0.5187 -0.0412 3.1178 0.02 0.09 0.11
C -1.6950 -0.6490 3.5572 0.05 -0.20 -0.13
C -1.8731 -0.9823 4.8880 0.03 -0.01 0.03
C -0.8784 -0.7009 5.8160 0.01 0.01 -0.03
C 0.2803 -0.0577 5.4060 0.00 -0.01 0.00
C 0.4571 0.2791 4.0706 -0.05 0.20 -0.10
H 0.3868 2.5451 2.3439 0.03 0.04 -0.11
H 1.7283 1.7105 1.5839 0.05 0.14 -0.05
H 2.3437 2.4899 -0.7086 -0.01 0.02 0.14
H 1.0225 2.9815 -1.7332 0.01 0.02 0.07
H 1.3485 -0.3886 -4.1899 -0.02 0.00 -0.02
H 3.3172 -0.8043 -5.5951 -0.01 -0.02 -0.03
H 5.5662 -0.1305 -4.8202 0.02 0.00 -0.02
H 5.8272 0.9691 -2.6238 0.02 0.01 0.01
H 3.8972 1.3491 -1.1923 -0.02 0.06 0.00
H -1.5989 -0.7829 -2.1527 0.04 0.01 -0.08
H -3.2044 -0.4849 -3.9744 -0.02 -0.02 0.01
H -2.9126 1.3504 -5.6053 -0.03 0.00 -0.02
H -0.9659 2.8639 -5.4149 0.00 0.00 -0.01
H 0.6908 2.5260 -3.6655 0.02 0.02 -0.01
H -0.8285 3.9566 2.3462 0.00 -0.07 0.00
H -1.7078 6.1868 2.4291 -0.02 0.05 0.00
H -1.4919 7.7224 0.4881 0.00 0.02 0.00
H -0.2931 6.9335 -1.5434 -0.03 0.06 0.02
H 0.6422 4.7395 -1.6550 0.02 -0.06 -0.03
H -2.1686 0.6897 -1.0579 -0.12 0.11 0.22
H -4.2193 1.9706 -1.4346 0.00 0.00 -0.01
H -5.2571 3.2282 0.4314 -0.02 0.01 -0.01
H -4.1906 3.2097 2.6628 -0.01 0.01 0.01
H -2.1246 1.9695 3.0349 0.00 0.00 -0.01
H -2.4849 -0.8276 2.8448 -0.04 0.00 -0.05
H -2.7985 -1.4394 5.2115 -0.03 -0.01 0.01
H -1.0223 -0.9470 6.8585 0.00 -0.01 0.03
H 1.0357 0.2139 6.1310 0.01 0.00 0.00
H 1.3352 0.8490 3.7977 0.06 -0.05 -0.03
C -4.6630 -1.4725 0.6780 0.08 0.01 0.10
S -3.2615 -2.5510 0.4241 -0.22 0.26 -0.17
C -3.3608 -3.4766 1.9551 0.04 0.04 -0.03
O -2.0189 -1.6665 0.4445 -0.14 -0.45 0.04
H -5.5671 -2.0797 0.6576 0.00 -0.02 0.01
H -4.6747 -0.7616 -0.1417 -0.01 0.04 -0.07
H -4.5662 -0.9447 1.6261 0.00 0.02 0.02
H -4.3811 -3.8511 2.0205 -0.02 -0.07 0.03
H -3.1258 -2.8513 2.8116 -0.03 0.05 0.01
H -2.6734 -4.3179 1.9089 0.02 -0.01 -0.02
```
Forces are in eV/Å.

Computed properties:
energy	-4528.719922	a.u.
2S+1	2
lowest unoccupied orbital energy (alpha / beta)	-9.000 / -9.655	eV
HOMO-LUMO gap (alpha / beta)	5.22 / 4.55	eV
<S²>	0.76
HOMO level (alpha / beta)	-14.219 / -14.209	eV
total charge	+3
relative energy (zero: lowest compared OMol25 entry of this formula, charge and spin)	54.9	kcal/mol

These are the Mulliken partial charges, in e, on atoms 1 to 99: Ru -1.610; C -0.481; C -1.151; S 0.676; C -1.168; C -1.012; S 0.417; C -0.893; C -1.126; S 0.674; C -0.990; C -1.059; S 0.364; H -0.149; H 0.857; H 0.474; H 0.682; H 0.217; H 0.698; H 0.724; H 0.209; H 0.797; H 0.081; H 0.425; H 0.631; H 0.291; H 0.661; H 0.703; H 0.297; C -1.593; N 0.929; C -1.584; P 4.206; C 0.429; C -0.874; C -0.802; C -0.740; C -0.963; C -0.483; C 1.118; C 0.036; C -0.569; C -0.837; C -0.987; C -1.230; C 2.169; C -0.435; C -1.004; C -0.676; C -0.866; C -0.970; P 1.357; C 1.465; C 0.367; C -0.634; C -0.960; C -0.821; C -1.593; C 0.994; C -0.514; C -0.944; C -0.868; C -0.622; C -0.725; H 0.884; H 0.475; H 0.694; H -0.237; H 0.658; H 0.536; H 0.467; H 0.512; H 0.398; H -0.646; H 0.542; H 0.469; H 0.497; H 0.494; H 0.150; H 0.440; H 0.434; H 0.428; H 0.421; H -0.522; H 0.567; H 0.496; H 0.535; H 0.427; H 0.733; H 0.516; H 0.471; H 0.509; H 0.328; C -0.846; S 0.491; C -0.761; O -0.479; H 0.599; H 0.255


No. 2
Entry from OMol25: 5 unconnected molecules or ions with the total composition C42H52F4NO5P2 at a distorted geometry (ωB97M-V/def2-TZVPD).

The geometry in XYZ format:
```
106
Properties=species:S:1:pos:R:3:forces:R:3
C 3.9593 -0.7115 3.5907 0.24 -0.08 0.16
C 4.4326 0.7279 3.4199 -0.51 0.23 -0.06
C 3.8686 1.4948 2.1964 0.29 -0.10 0.25
C 3.1400 0.6538 1.1641 -0.10 0.33 -0.31
C 2.9236 1.3865 -0.1740 0.08 -0.35 -0.21
C 3.4501 0.5633 -1.3483 -0.38 -0.22 0.11
C 2.7265 -0.7953 -1.4828 0.52 -0.19 0.42
C 3.5791 -2.0358 -1.1032 -0.50 0.35 0.61
C 3.0097 -2.8274 0.0929 -0.07 -0.73 -0.46
C 2.2853 -4.1104 -0.3348 -0.46 0.49 0.00
C 0.8563 -3.8233 -0.8432 0.33 -0.72 0.39
C -0.2016 -3.9227 0.2904 0.08 0.39 -0.34
C -1.1482 -2.7728 0.2509 -0.86 -0.22 -0.02
C -2.4936 -2.9330 -0.0757 0.77 0.48 0.14
C -3.3219 -1.8152 -0.1457 0.45 -0.28 -0.05
C -4.7672 -1.9914 -0.5080 0.88 -0.06 -0.67
O -5.6318 -1.7518 0.2477 -1.16 0.45 1.11
O -4.9940 -2.4166 -1.7499 0.05 -0.32 -0.34
C -2.8196 -0.5543 0.1237 0.30 -0.32 0.16
C -1.4702 -0.4092 0.4483 -0.25 0.31 -0.48
P -0.8685 1.2642 0.8621 -0.42 0.03 1.01
P -1.2688 2.5269 -0.8759 0.74 0.79 -0.26
O -0.7482 3.8385 -0.5272 0.17 0.04 0.20
O -0.5878 1.9122 -2.1712 -0.41 -0.38 0.22
O -2.8228 2.4340 -1.1210 0.08 -0.65 0.08
N -0.6938 -1.5188 0.4862 -0.27 -0.09 0.05
H 4.5676 -1.3915 2.9984 -0.08 -0.13 -0.23
H 2.9129 -0.8604 3.3366 -0.14 0.01 -0.05
H 4.0790 -1.0307 4.6217 0.04 -0.02 0.17
H 5.5073 0.7382 3.3555 0.27 -0.07 0.10
H 4.1825 1.2896 4.3160 -0.07 0.06 0.13
H 3.2466 2.3162 2.5456 -0.23 0.08 -0.10
H 4.7022 1.9607 1.6753 0.14 0.13 -0.04
H 3.7245 -0.2437 0.9824 0.06 -0.21 -0.02
H 2.1726 0.3211 1.5472 -0.04 -0.20 0.25
H 3.4193 2.3527 -0.1694 0.01 0.18 0.07
H 1.8631 1.5740 -0.3538 0.04 0.24 -0.05
H 4.5037 0.3819 -1.1526 0.26 0.06 -0.32
H 3.3258 1.1084 -2.2779 0.24 0.24 -0.12
H 1.8959 -0.7766 -0.7740 -0.41 0.06 -0.15
H 2.3289 -0.9243 -2.4833 -0.16 0.09 -0.19
H 4.5689 -1.7018 -0.8143 0.26 0.04 -0.22
H 3.6704 -2.7053 -1.9501 0.20 -0.08 -0.19
H 2.2904 -2.2061 0.6301 0.08 0.17 0.34
H 3.7931 -3.0991 0.7939 0.14 0.11 0.12
H 2.2089 -4.8092 0.4945 0.05 -0.13 0.14
H 2.8373 -4.6227 -1.1147 0.24 -0.01 -0.12
H 0.6136 -4.5846 -1.5774 -0.21 0.07 -0.25
H 0.7922 -2.8558 -1.3312 0.14 0.15 -0.19
H 0.2573 -4.0030 1.2738 0.16 0.16 0.12
H -0.7931 -4.8173 0.1506 -0.08 -0.23 0.10
H -2.8639 -3.9231 -0.2787 -0.06 -0.17 0.02
H -4.1656 -2.6627 -2.1802 -0.06 0.06 -0.23
H -3.4828 0.2947 0.0872 0.01 0.13 0.07
H 0.5260 1.1180 0.8168 -0.11 -0.18 -0.27
H -0.7319 0.9560 -2.1993 0.09 0.02 -0.42
H -3.3135 2.5483 -0.2892 -0.45 0.27 -0.26
H 0.2933 -1.4130 0.7074 0.03 0.03 -0.05
F 3.9985 0.2657 -5.3537 0.00 -0.04 0.03
C 3.1739 1.3124 -5.5659 -0.12 0.15 0.00
C 1.8232 1.0764 -5.7272 -0.07 -0.15 0.05
C 0.9764 2.1556 -5.9379 0.07 0.06 0.02
C 1.4868 3.4449 -5.9891 -0.04 0.03 0.00
C 2.8489 3.6570 -5.8264 -0.08 -0.06 0.00
C 3.7035 2.5860 -5.6095 0.17 0.02 0.04
H 1.4476 0.0618 -5.6926 0.03 -0.01 -0.03
H -0.0846 1.9878 -6.0654 -0.01 -0.01 -0.02
H 0.8244 4.2828 -6.1577 0.00 0.00 0.00
H 3.2501 4.6601 -5.8703 0.02 0.01 0.01
H 4.7671 2.7306 -5.4752 0.00 -0.03 -0.02
F -11.5435 -1.2633 3.4090 0.00 0.00 0.00
C -10.6231 -1.1875 2.4305 0.08 0.00 -0.07
C -9.2963 -1.4063 2.7423 0.08 -0.03 0.12
C -8.3486 -1.3316 1.7314 -0.17 0.05 -0.03
C -8.7375 -1.0327 0.4319 -0.06 0.03 0.01
C -10.0785 -0.8133 0.1443 0.09 0.00 0.05
C -11.0342 -0.8938 1.1464 -0.15 0.04 -0.06
H -9.0167 -1.6312 3.7628 -0.03 -0.01 0.00
H -7.3088 -1.5067 1.9592 0.03 0.00 0.01
H -7.9986 -0.9729 -0.3542 0.03 -0.05 -0.01
H -10.3843 -0.5781 -0.8665 -0.03 -0.02 -0.02
H -12.0840 -0.7333 0.9416 0.00 0.00 0.03
F 7.3133 0.4421 2.2506 0.13 -0.04 -0.11
C 8.4988 -0.1900 2.4322 0.13 -0.07 0.02
C 9.6555 0.5596 2.4605 0.00 0.18 -0.02
C 10.8646 -0.0932 2.6498 -0.04 -0.10 0.00
C 10.8991 -1.4728 2.8006 0.04 -0.01 0.00
C 9.7203 -2.2041 2.7659 0.05 0.07 0.00
C 8.5047 -1.5606 2.5833 -0.14 -0.09 -0.01
H 9.6058 1.6329 2.3355 -0.02 -0.01 0.01
H 11.7820 0.4783 2.6801 0.00 0.02 -0.01
H 11.8446 -1.9769 2.9457 0.00 0.00 0.00
H 9.7454 -3.2791 2.8808 -0.01 -0.01 0.01
H 7.5727 -2.1103 2.5599 0.00 0.02 -0.01
F -5.1243 2.0793 0.2681 0.20 -0.10 0.06
C -6.2066 2.8944 0.4846 -0.36 0.24 0.08
C -6.0214 4.0710 1.1749 0.26 -0.01 0.04
C -7.1208 4.8895 1.3879 -0.09 -0.05 -0.04
C -8.3712 4.5136 0.9177 -0.01 0.01 0.00
C -8.5260 3.3184 0.2289 0.04 0.09 0.06
C -7.4325 2.4959 0.0031 0.05 -0.22 -0.13
H -5.0382 4.3416 1.5387 -0.01 0.01 0.00
H -6.9987 5.8212 1.9223 0.02 0.00 0.01
H -9.2260 5.1529 1.0892 -0.01 0.00 0.00
H -9.5005 3.0226 -0.1335 -0.01 -0.03 -0.01
H -7.5282 1.5616 -0.5342 0.00 0.00 0.04
```
Forces are in eV/Å.

Computed properties:
energy	-3144.586313	a.u.
lowest unoccupied orbital energy	-4.525	eV
HOMO-LUMO gap	6.19	eV
HOMO level	-10.712	eV
total charge	+1

These are the Mulliken partial charges, in e, on atoms 1 to 99: C -0.952; C -0.253; C -1.342; C 1.039; C -0.085; C -1.331; C 0.674; C -1.306; C 0.337; C -1.377; C -0.512; C -1.283; C 0.918; C -0.291; C 0.024; C 0.306; O -0.376; O -0.429; C -0.032; C 0.062; P -0.312; P 1.007; O -0.663; O -0.373; O -0.381; N 0.167; H 0.071; H 0.204; H 0.455; H 0.078; H 0.364; H 0.307; H 0.490; H -0.227; H -0.051; H 0.605; H -0.396; H 0.500; H 0.294; H -0.458; H 0.550; H 0.506; H 0.531; H -0.424; H 0.479; H 0.413; H 0.486; H 0.406; H 0.416; H 0.469; H 0.411; H 0.504; H 0.426; H 0.279; H 0.041; H 0.299; H 0.219; H -0.364; F -0.367; C 0.247; C -0.309; C -0.344; C -0.572; C -0.347; C -0.410; H 0.473; H 0.401; H 0.399; H 0.387; H 0.438; F -0.319; C 0.345; C -0.579; C -0.193; C -0.457; C -0.427; C -0.500; H 0.425; H 0.367; H 0.506; H 0.406; H 0.435; F -0.169; C 0.402; C -0.495; C -0.354; C -0.599; C -0.431; C -0.308; H 0.411; H 0.363; H 0.376; H 0.359; H 0.417; F -0.153; C 0.684; C -0.577; C -0.469; C -0.624